# 1
ORCA calculation (the ωB97M-V functional and the def2-TZVPD basis) on C37H26Cl3IN4O6V as an isolated structure in a non-equilibrium geometry.

Structure (XYZ):
```
78
Properties=species:S:1:pos:R:3
V 0.702 0.044 -1.012
C 4.675 1.962 0.501
O 4.058 2.108 1.748
C 2.716 2.379 1.790
C 2.408 3.107 2.902
C 1.114 3.477 3.242
C 0.091 3.143 2.416
C 0.387 2.440 1.231
C -0.788 2.202 0.407
N -0.775 1.366 -0.576
N -1.715 1.520 -1.654
C -1.041 1.282 -2.764
O 0.231 0.959 -2.708
C -1.799 1.271 -4.060
C -1.126 1.116 -5.271
C -1.783 1.100 -6.479
C -3.172 1.235 -6.500
C -3.854 1.293 -5.285
C -3.184 1.359 -4.058
C 1.694 1.964 0.858
O 1.935 1.252 -0.260
H 5.753 2.003 0.676
H 4.455 0.954 0.083
H 4.349 2.712 -0.209
H 3.211 3.409 3.565
H 0.930 4.018 4.152
H -0.923 3.427 2.639
H -1.646 2.845 0.532
H -0.068 0.959 -5.233
H -1.215 0.966 -7.421
H -3.724 1.214 -7.412
H -4.938 1.358 -5.302
H -3.725 1.481 -3.133
Cl -1.782 -4.114 -6.402
C -1.519 -3.140 -4.890
C -2.586 -2.935 -3.986
C -2.434 -2.177 -2.858
Cl -3.865 -2.058 -1.952
C -1.113 -1.650 -2.516
O -0.865 -1.082 -1.377
C -0.055 -1.966 -3.426
C 1.287 -1.616 -3.150
O 1.718 -0.786 -2.352
C -0.278 -2.697 -4.619
H -3.544 -3.376 -4.176
H 2.044 -2.123 -3.760
H 0.545 -2.931 -5.256
Cl 6.080 -1.217 3.637
C 4.661 -1.323 2.662
C 4.690 -1.967 1.458
C 3.540 -1.985 0.662
I 3.597 -3.333 -0.891
C 2.396 -1.272 1.018
O 1.305 -1.180 0.241
C 2.351 -0.709 2.328
N 1.124 -0.293 2.765
C 1.020 0.110 4.005
C 2.113 0.138 4.893
C 3.329 -0.285 4.456
C 3.487 -0.741 3.145
H 5.550 -2.539 1.130
H 0.029 0.410 4.262
H 1.953 0.449 5.909
H 4.213 -0.266 5.087
N -1.864 -1.640 1.450
C -2.610 -1.252 2.548
C -2.146 -1.638 3.819
C -2.818 -1.252 4.961
C -3.971 -0.459 4.882
C -4.472 -0.136 3.625
C -3.800 -0.492 2.464
H -0.884 -1.664 1.624
H -2.050 -1.243 0.535
H -1.210 -2.181 3.860
H -2.430 -1.468 5.938
H -4.469 -0.112 5.746
H -5.348 0.490 3.595
H -4.154 -0.226 1.502
```

For the HOMO energy (spin up / spin down), the calculation gives -7.5 / -7.5 eV. Its spin multiplicity is 2. As for the gap between HOMO and LUMO (spin up / spin down): 0.2173 / 0.2288 Ha. As for the net charge: 0. The relative energy (zero: lowest compared OMol25 entry of this formula, charge and spin) is 0.00 kcal/mol. For the molar mass, the calculation gives 906.844 g mol⁻¹.

# 2
ORCA calculation (the ωB97M-V functional and the def2-TZVPD basis) on C37H26Cl5NO2PTc as an isolated structure in a non-equilibrium geometry.

Structure (XYZ):
```
73
Properties=species:S:1:pos:R:3
Tc -3.046 -19.699 -0.696
C -6.658 -19.410 1.137
C -6.584 -20.637 2.009
C -7.500 -20.738 3.053
C -7.564 -21.860 3.869
C -6.495 -22.814 3.709
C -5.660 -22.830 2.617
C -5.566 -21.655 1.744
P -4.201 -21.585 0.554
C -3.013 -22.902 1.167
C -2.752 -23.983 0.277
C -1.801 -24.969 0.661
C -1.063 -24.844 1.781
C -1.338 -23.833 2.718
C -2.291 -22.851 2.386
C -2.655 -21.709 3.373
C -4.910 -22.329 -0.949
C -5.820 -23.351 -0.902
C -6.491 -23.711 -2.104
C -6.103 -23.149 -3.307
C -5.072 -22.252 -3.421
C -4.487 -21.775 -2.255
C -3.458 -20.729 -2.375
H -7.585 -18.876 1.439
H -6.574 -19.566 0.041
H -5.848 -18.653 1.412
H -8.100 -19.863 3.310
H -8.348 -21.991 4.576
H -6.226 -23.475 4.496
H -5.087 -23.676 2.383
H -3.237 -24.127 -0.707
H -1.609 -25.721 -0.111
H -0.295 -25.556 1.966
H -0.813 -23.769 3.671
H -2.163 -21.912 4.315
H -3.739 -21.721 3.510
H -2.321 -20.708 3.014
H -5.935 -23.947 -0.029
H -7.242 -24.495 -2.140
H -6.724 -23.349 -4.223
H -4.821 -21.861 -4.418
H -3.749 -19.996 -3.140
H -2.450 -21.162 -2.681
Cl -2.345 -17.058 -3.195
C -1.062 -18.014 -2.432
C -1.353 -19.023 -1.579
C -0.311 -19.837 -0.999
Cl -0.898 -21.291 -0.185
C 0.969 -19.486 -1.177
Cl 2.157 -20.460 -0.434
C 1.314 -18.380 -2.023
Cl 2.995 -18.025 -2.303
C 0.284 -17.665 -2.637
Cl 0.603 -16.305 -3.633
O -2.014 -17.211 2.540
C -2.466 -17.762 1.549
O -2.251 -19.017 1.170
C -3.304 -17.026 0.527
C -3.345 -15.641 0.399
C -4.148 -15.098 -0.605
C -4.951 -15.925 -1.409
C -5.982 -15.380 -2.225
C -6.757 -16.256 -3.006
C -6.551 -17.618 -2.959
C -5.573 -18.132 -2.113
C -4.715 -17.283 -1.393
N -3.866 -17.848 -0.413
H -2.633 -15.131 1.062
H -4.182 -14.016 -0.786
H -6.165 -14.253 -2.307
H -7.621 -15.897 -3.627
H -7.105 -18.212 -3.658
H -5.510 -19.188 -1.908
```

For the HOMO energy (spin up / spin down), the calculation gives -11.3 / -11.4 eV. Its spin multiplicity is 4. As for the gap between HOMO and LUMO (spin up / spin down): 0.2621 / 0.2354 Ha. As for the net charge: +1. The relative energy (zero: lowest compared OMol25 entry of this formula, charge and spin) is 0.00 kcal/mol. For the molar mass, the calculation gives 822.859 g mol⁻¹.